w:
ORCA calculation (ωB97M-V/def2-TZVPD) on a 2-piece molecular cluster, C12H17N2O overall.

- HOMO level (spin up / spin down): -10.774 / -10.774 eV
- Frontier orbital gap (spin up / spin down): 7.0 / 7.0 eV
- E_LUMO (spin up / spin down): -3.73 / -3.73 eV
- Charge: +1

Last column: natural (NBO) charge in e.
Cartesian coordinates (Å):
1 C 2.480 1.718 2.430  -0.241
2 C 1.114 2.031 2.215  -0.161
3 C 3.049 0.614 1.850  -0.133
4 C 0.348 1.361 1.331  -0.214
5 C 2.232 -0.276 0.919  -0.475
6 C 0.820 0.344 0.505  -0.020
7 C -0.150 -1.424 -2.382  0.384
8 C 0.084 -0.110 -0.548  0.138
9 C -1.274 0.187 -1.202  0.108
10 C -1.245 1.613 -1.915  -0.622
11 C -2.629 0.128 -0.396  -0.619
12 C -0.858 -2.917 1.235  0.296
13 N -1.328 -0.897 -2.136  -0.499
14 N 0.690 -0.912 -1.507  -0.511
15 O -0.951 -2.557 0.081  -0.555
16 H 3.093 2.239 3.087  0.230
17 H 0.632 2.682 2.809  0.217
18 H 4.232 0.427 1.902  0.238
19 H -0.713 1.758 1.202  0.215
20 H 2.836 -0.439 -0.023  0.212
21 H 0.109 -2.030 -3.189  0.242
22 H -1.947 1.629 -2.734  0.229
23 H -0.179 1.875 -2.040  0.231
24 H -1.629 2.393 -1.187  0.237
25 H -2.879 -0.911 -0.132  0.240
26 H -3.427 0.250 -1.193  0.215
27 H -2.835 0.851 0.379  0.239
28 H -1.636 -2.923 2.071  0.150
29 H 2.031 -1.298 1.430  0.244
30 H 0.183 -3.243 1.464  0.116
31 H -1.969 -1.004 -2.845  0.421
32 H 1.716 -1.159 -1.483  0.446


x:
ORCA calculation (ωB97M-V/def2-TZVPD) on an isolated ion of composition C12H17N2O and charge +1.

- HOMO level: -12.453 eV
- Frontier orbital gap: 9.6 eV
- E_LUMO: -2.88 eV
- Charge: +1
- SMILES string: CC(C)[C@@H]1NC(=[NH2+])O[C@H]1c1ccccc1

Last column: natural (NBO) charge in e.
Cartesian coordinates (Å):
1 C 0.146 -4.620 -1.103  -0.193
2 C 0.435 -3.550 -1.916  -0.173
3 C -0.534 -4.325 0.052  -0.184
4 C 0.249 -2.190 -1.545  -0.213
5 C -0.891 -3.026 0.350  -0.179
6 C -0.356 -1.944 -0.304  -0.100
7 C -1.896 0.931 -0.856  0.810
8 C -0.612 -0.567 0.231  0.077
9 C 0.281 0.545 -0.247  -0.066
10 C 1.774 2.535 0.341  -0.614
11 C 0.148 1.627 2.088  -0.651
12 C 1.064 1.289 0.891  -0.224
13 N -0.661 1.409 -0.938  -0.578
14 N -3.023 1.546 -1.293  -0.758
15 O -1.995 -0.141 -0.184  -0.421
16 H 0.506 -5.577 -1.276  0.233
17 H 0.942 -3.789 -2.952  0.230
18 H -1.065 -5.101 0.674  0.236
19 H 0.841 -1.477 -2.042  0.210
20 H -1.513 -2.759 1.208  0.214
21 H -0.494 -0.482 1.327  0.241
22 H 1.004 0.031 -0.930  0.231
23 H 1.106 3.400 0.526  0.213
24 H 2.101 2.346 -0.626  0.212
25 H 2.682 2.761 1.098  0.240
26 H -0.767 2.129 1.723  0.209
27 H 0.605 2.250 2.843  0.249
28 H -0.005 0.826 2.756  0.227
29 H 1.917 0.612 1.082  0.229
30 H -0.654 2.365 -1.372  0.443
31 H -2.880 2.291 -1.947  0.414
32 H -3.899 1.128 -1.232  0.437


Which is the most stable structure? x is the most stable.


w:
ORCA calculation (ωB97M-V/def2-TZVPD) on a 2-piece molecular cluster, C8H9NS overall.

- HOMO level: -9.305 eV
- Frontier orbital gap: 9.5 eV
- E_LUMO: 0.22 eV
- SMILES string: N#Cc1cccs1.C=CC

Last column: natural (NBO) charge in e.
Cartesian coordinates (Å):
1 C 2.743 -1.286 0.988  -0.263
2 C 2.342 -0.140 0.254  -0.171
3 C 1.863 -1.592 1.945  -0.403
4 C 1.156 0.397 0.699  -0.368
5 C 0.581 1.600 0.260  0.270
6 C -1.171 -0.577 -1.645  -0.407
7 C -1.687 0.013 -0.530  -0.179
8 C -2.689 1.134 -0.658  -0.669
9 N 0.165 2.599 -0.084  -0.292
10 S 0.636 -0.421 2.116  0.513
11 H 3.609 -1.700 0.611  0.227
12 H 3.008 0.120 -0.573  0.235
13 H 2.046 -2.471 2.556  0.251
14 H -0.338 -1.388 -1.644  0.191
15 H -1.372 -0.417 -2.687  0.204
16 H -1.590 -0.106 0.508  0.202
17 H -3.673 0.872 -0.320  0.214
18 H -3.019 1.298 -1.684  0.210
19 H -2.609 2.067 -0.112  0.234


x:
ORCA calculation (ωB97M-V/def2-TZVPD) on a 2-piece molecular cluster, C8H9NS overall.

- HOMO level (spin up / spin down): -7.044 / -7.044 eV
- Frontier orbital gap (spin up / spin down): 6.7 / 6.7 eV
- E_LUMO (spin up / spin down): -0.34 / -0.34 eV

Last column: natural (NBO) charge in e.
Cartesian coordinates (Å):
1 C -0.754 1.998 0.266  -0.299
2 C 0.514 2.347 0.005  -0.005
3 C -0.909 0.528 0.231  -0.089
4 C 0.475 0.077 0.014  0.073
5 C -2.113 -0.129 0.276  -0.130
6 C 1.025 -1.124 0.311  -0.178
7 C 3.336 -1.208 0.177  -0.333
8 C -2.349 -1.524 -0.233  -0.664
9 N 1.245 1.165 -0.232  -0.588
10 S 4.157 -0.020 -0.425  0.108
11 H -1.525 2.770 0.445  0.225
12 H 0.962 3.274 -0.419  0.220
13 H -3.015 0.473 0.604  0.211
14 H 0.566 -2.015 0.367  0.168
15 H 3.674 -2.221 0.545  0.203
16 H -3.380 -1.776 0.041  0.219
17 H -1.691 -2.360 -0.095  0.226
18 H -2.373 -1.413 -1.349  0.226
19 H 2.156 1.159 -0.528  0.408


Which is the most stable structure? w is the most stable.


w:
ORCA calculation (ωB97M-V/def2-TZVPD) on one molecule with the formula C2H2O5S.

- HOMO level: -11.438 eV
- Frontier orbital gap: 11.8 eV
- E_LUMO: 0.35 eV

Last column: natural (NBO) charge in e.
Cartesian coordinates (Å):
1 C -1.694 0.237 0.683  0.644
2 C -0.244 0.372 0.667  -0.130
3 O -0.976 -0.867 0.126  -0.465
4 O -2.639 0.009 1.575  -0.609
5 O -4.532 0.032 -0.345  -0.837
6 O -2.339 1.131 -0.097  -0.650
7 O -4.389 1.829 1.179  -0.855
8 S -3.733 0.716 0.611  2.484
9 H 0.377 0.115 1.459  0.211
10 H -0.035 1.193 0.044  0.207


x:
ORCA calculation (ωB97M-V/def2-TZVPD) on one molecule with the formula C2H2O5S.

- HOMO level: -10.789 eV
- Frontier orbital gap: 11.1 eV
- E_LUMO: 0.35 eV

Last column: natural (NBO) charge in e.
Cartesian coordinates (Å):
1 C 0.232 0.089 0.529  -0.162
2 C 0.811 1.410 0.108  0.647
3 O 3.442 -0.881 -0.647  -0.852
4 O 1.165 -0.857 0.207  -0.684
5 O 0.347 2.562 0.677  -0.248
6 O 0.123 2.286 -0.728  -0.241
7 O 2.129 1.296 -0.245  -0.661
8 S 2.728 -0.229 0.361  1.740
9 H 0.366 0.210 1.618  0.206
10 H -0.676 -0.042 -0.106  0.256


Which is the most stable structure? w is the most stable.


w:
ORCA calculation (ωB97M-V/def2-TZVPD) on one molecule with the formula C5H9N3O.

- HOMO level (spin up / spin down): -6.915 / -7.848 eV
- Frontier orbital gap (spin up / spin down): 7.0 / 8.0 eV
- E_LUMO (spin up / spin down): 0.10 / 0.16 eV

Last column: natural (NBO) charge in e.
Cartesian coordinates (Å):
1 C 0.453 1.858 -0.038  -0.261
2 C -0.656 -1.140 -0.391  -0.526
3 C 0.720 -0.567 -0.413  0.373
4 C -1.751 -0.136 -0.098  0.340
5 C 1.218 0.688 -0.011  -0.037
6 N -2.907 -0.718 0.458  -0.816
7 N 2.531 0.587 0.585  -0.856
8 O 1.636 -1.535 -0.604  -0.677
9 N -1.604 1.064 -0.441  -0.461
10 H 2.517 0.140 1.497  0.372
11 H -3.742 -0.163 0.336  0.388
12 H -3.061 -1.691 0.233  0.374
13 H 2.980 1.489 0.676  0.381
14 H 2.506 -1.143 -0.385  0.504
15 H 0.677 2.620 0.703  0.186
16 H 0.002 2.186 -0.965  0.243
17 H -0.640 -2.029 0.257  0.226
18 H -0.879 -1.509 -1.398  0.246


x:
ORCA calculation (ωB97M-V/def2-TZVPD) on one molecule with the formula C5H9N3O.

- HOMO level: -7.809 eV
- Frontier orbital gap: 8.6 eV
- E_LUMO: 0.80 eV
- SMILES string: [H]/N=C(\NC)C1=CNOC1

Last column: natural (NBO) charge in e.
Cartesian coordinates (Å):
1 C -1.468 -1.793 0.485  -0.391
2 C -0.087 -0.737 -1.240  0.449
3 C 0.317 0.214 -0.148  -0.297
4 C 1.496 0.783 0.203  0.079
5 C -0.769 0.866 0.659  -0.061
6 H -1.928 -1.005 1.220  0.170
7 H -2.188 -2.502 0.313  0.210
8 H -0.802 -2.268 1.095  0.209
9 H -1.789 -1.650 -1.848  0.420
10 H 0.567 -2.062 -2.614  0.337
11 H 2.542 0.634 0.014  0.229
12 H 2.118 2.482 1.045  0.389
13 H -1.314 0.076 1.378  0.185
14 H -1.471 1.451 0.064  0.193
15 N -1.316 -1.335 -0.945  -0.670
16 N 0.749 -1.128 -2.238  -0.745
17 N 1.494 1.630 1.198  -0.298
18 O 0.106 1.833 1.684  -0.409


y:
ORCA calculation (ωB97M-V/def2-TZVPD) on one molecule with the formula C5H9N3O.

- HOMO level (spin up / spin down): -7.288 / -7.289 eV
- Frontier orbital gap (spin up / spin down): 7.9 / 7.9 eV
- E_LUMO (spin up / spin down): 0.59 / 0.59 eV

Last column: natural (NBO) charge in e.
Cartesian coordinates (Å):
1 C 1.577 -1.537 0.097  0.160
2 C -0.193 0.123 0.267  0.125
3 C 2.744 0.491 -0.473  0.308
4 C -2.100 -0.100 -1.034  -0.638
5 C -1.709 0.119 0.424  -0.008
6 N 2.464 -0.626 0.048  -0.408
7 N 0.228 -1.147 0.376  -0.610
8 N 3.149 1.571 0.083  -0.777
9 O -2.242 1.204 0.942  -0.706
10 H 1.864 -2.535 0.375  0.178
11 H -2.843 0.677 -1.191  0.213
12 H -2.485 -1.146 -1.042  0.211
13 H -1.282 0.038 -1.784  0.234
14 H -2.026 -0.757 1.014  0.114
15 H -0.477 -1.925 0.454  0.364
16 H 3.116 2.428 -0.446  0.399
17 H 3.397 1.721 1.129  0.363
18 H -3.182 1.401 0.759  0.479


z:
ORCA calculation (ωB97M-V/def2-TZVPD) on a 2-piece molecular cluster, C5H9N3O overall.

- HOMO level: -7.137 eV
- Frontier orbital gap: 8.0 eV
- E_LUMO: 0.90 eV
- SMILES string: C/C=C1\NC=CO1.[H]/N=N/[H]

Last column: natural (NBO) charge in e.
Cartesian coordinates (Å):
1 C -0.115 2.433 -0.455  -0.088
2 C -1.166 2.168 0.320  0.032
3 C 0.178 0.374 0.447  0.464
4 C 1.978 -1.372 0.057  -0.620
5 C 0.769 -0.778 0.754  -0.400
6 N 0.785 1.353 -0.350  -0.610
7 N -1.978 -1.637 -0.904  -0.316
8 N -2.316 -1.690 0.276  -0.290
9 O -1.066 0.830 0.816  -0.453
10 H 0.088 3.401 -0.966  0.231
11 H -1.975 2.691 0.596  0.201
12 H 2.434 -0.680 -0.643  0.188
13 H 2.856 -1.493 0.650  0.211
14 H 1.795 -2.299 -0.339  0.209
15 H 0.367 -1.417 1.576  0.228
16 H -0.841 -1.664 -1.064  0.297
17 H 1.522 1.276 -0.957  0.407
18 H -3.314 -1.497 0.186  0.309


Which is the most stable structure? w is the most stable.


w:
ORCA calculation (ωB97M-V/def2-TZVPD) on one molecule with the formula C5H9N3O.

- HOMO level: -8.922 eV
- Frontier orbital gap: 9.8 eV
- E_LUMO: 0.87 eV
- SMILES string: C[C@@]12N[C@H]1CNNC2=O

Last column: natural (NBO) charge in e.
Cartesian coordinates (Å):
1 C -0.579 0.737 1.519  -0.625
2 C -0.900 -0.092 0.292  -0.033
3 C -0.472 0.360 -1.048  -0.114
4 C 0.958 0.847 -0.929  -0.233
5 C -0.399 -1.502 0.408  0.666
6 H -0.537 1.807 1.285  0.206
7 H -1.393 0.611 2.234  0.232
8 H 0.360 0.432 1.995  0.231
9 H -2.118 1.432 -0.254  0.359
10 H -0.497 -0.422 -1.808  0.188
11 H 1.138 1.535 -0.110  0.206
12 H 1.383 1.246 -1.852  0.209
13 H 1.646 -0.888 -1.678  0.337
14 H 1.557 -2.214 0.362  0.404
15 N -1.875 0.524 -0.607  -0.529
16 N 1.654 -0.472 -0.737  -0.427
17 N 0.978 -1.401 0.133  -0.509
18 O -0.905 -2.538 0.798  -0.569


x:
ORCA calculation (ωB97M-V/def2-TZVPD) on one molecule with the formula C5H9N3O.

- HOMO level: -9.201 eV
- Frontier orbital gap: 9.8 eV
- E_LUMO: 0.60 eV
- SMILES string: [H]/N=C(/C=C)N(C)C(N)=O

Last column: natural (NBO) charge in e.
Cartesian coordinates (Å):
1 C 1.223 -0.650 0.880  -0.411
2 C -0.799 -1.630 -0.019  0.789
3 C -0.284 0.648 -0.680  0.398
4 C 0.508 1.832 -0.290  -0.304
5 C 0.173 3.001 -0.802  -0.285
6 H 1.984 -0.094 0.395  0.217
7 H 1.020 -0.344 1.897  0.192
8 H 1.530 -1.692 0.882  0.225
9 H -0.381 -2.479 1.897  0.392
10 H -1.458 -3.212 0.905  0.408
11 H -1.560 -0.062 -1.902  0.385
12 H 1.390 1.775 0.304  0.202
13 H -0.710 3.067 -1.359  0.220
14 H 0.753 3.910 -0.600  0.193
15 N 0.066 -0.536 0.048  -0.468
16 N -0.587 -2.627 0.905  -0.857
17 N -1.114 0.811 -1.640  -0.647
18 O -1.753 -1.719 -0.821  -0.649


Which is the most stable structure? x is the most stable.